{
  "formula": "C29H74AlI4O10S",
  "method": "ωB97M-V/def2-TZVPD",
  "elements": ["I", "I", "I", "I", "S", "Al", "O", "O", "O", "O", "O", "O", "O", "O", "O", "O", "C", "C", "C", "C", "C", "C", "C", "C", "C", "C", "C", "C", "C", "C", "C", "C", "C", "C", "C", "C", "C", "C", "C", "C", "C", "C", "C", "C", "C", "H", "H", "H", "H", "H", "H", "H", "H", "H", "H", "H", "H", "H", "H", "H", "H", "H", "H", "H", "H", "H", "H", "H", "H", "H", "H", "H", "H", "H", "H", "H", "H", "H", "H", "H", "H", "H", "H", "H", "H", "H", "H", "H", "H", "H", "H", "H", "H", "H", "H", "H", "H", "H", "H", "H", "H", "H", "H", "H", "H", "H", "H", "H", "H", "H", "H", "H", "H", "H", "H", "H", "H", "H", "H"],
  "xyz": [[-4.19929, -0.73977, -1.00160], [-5.66053, -2.64008, 1.95380], [1.59403, -3.99116, 2.13019], [-2.27553, 0.32995, 4.79427], [-2.50381, 2.74711, 0.38531], [-1.15161, -0.73094, 0.60876], [-0.58652, 7.66156, 0.73273], [9.78944, -4.40199, 4.24679], [-1.36394, -2.07287, -3.04211], [5.62877, -4.92754, 2.29698], [0.13023, -1.26304, 4.07449], [1.94984, 4.40825, -0.92880], [-9.53589, 3.90611, -4.15391], [-4.64889, 0.04963, -4.93919], [2.24026, 2.34146, 3.13201], [-1.81728, -6.32030, -0.38847], [-2.74607, -2.87181, 2.61989], [-0.29101, -2.51895, 0.20453], [8.38883, -4.17070, 4.07436], [6.00353, -5.84882, 1.28215], [3.74830, 0.59209, 3.91124], [-9.25505, 4.82915, -5.20059], [-0.53704, -0.42352, 3.57593], [2.57476, 5.99633, 0.80511], [5.49825, -5.43156, -0.08682], [0.09227, 1.82794, -0.46036], [-0.69293, 2.93588, 0.28612], [-7.80195, 5.26501, -5.20384], [-3.17028, -1.07224, 0.86996], [-0.86705, 9.27013, -1.07403], [2.68431, 4.57659, 0.28364], [0.58673, -1.48970, -4.39023], [1.21491, -2.71269, 0.42205], [2.06265, -1.45790, 0.58382], [-0.23122, -2.58337, -3.72549], [-5.99848, 0.30643, -5.30759], [-0.66154, 0.55211, -0.85640], [-0.45406, 0.24863, 2.30177], [-0.37692, -8.11571, 0.43055], [-0.75591, -6.64765, 0.50361], [3.33037, 2.04963, 4.00270], [-6.57147, 1.51233, -4.58792], [0.00988, 8.75893, 0.05526], [7.90303, -2.95793, 4.84198], [-3.52025, -2.44214, 1.37894], [-7.59264, 5.95547, -6.02238], [0.99671, 8.47422, -0.32816], [1.47197, -1.90258, -4.87849], [1.64190, -3.30244, -0.39014], [-0.00780, -0.97042, -5.14594], [4.66550, -4.89143, 2.31128], [-0.08774, -8.38093, -0.58718], [0.15531, 9.53370, 0.80749], [-7.14969, 4.39827, -5.30134], [-2.82290, -3.95289, 2.74738], [2.30978, 5.01466, -1.58299], [0.95772, 1.57801, 0.16281], [-2.59868, 2.56895, 1.70648], [6.83911, -2.79563, 4.66734], [-0.71734, 6.95027, 0.09622], [8.45055, -2.06728, 4.53140], [7.09380, -5.87898, 1.29786], [3.73238, 4.30132, 0.12050], [-1.02365, -6.36886, 1.52795], [0.45581, -8.33612, 1.10076], [1.70494, -0.68783, -0.10281], [-0.82369, -3.35659, 0.65702], [5.87420, -4.44028, -0.34203], [-6.57458, 1.35020, -3.50777], [-9.91372, 5.70169, -5.12001], [-9.32773, 4.33576, -3.31856], [-7.59627, 1.71460, -4.90421], [0.08641, -6.02415, 0.20855], [3.12314, 6.12358, 1.73976], [3.06317, 2.30374, 5.03438], [4.40675, -5.38959, -0.09540], [-4.63678, -0.09203, -3.98613], [0.90205, -0.75442, -3.64936], [2.25997, 3.87968, 1.00515], [3.10973, -1.66481, 0.35198], [-7.55186, 5.76706, -4.26621], [8.23756, -4.02723, 3.00651], [1.51407, 1.76598, 3.39843], [-2.59191, -6.83137, -0.13557], [4.02895, 0.34354, 2.88692], [4.14274, 2.70895, 3.69555], [-3.58401, -0.30073, 1.52154], [-3.14657, -2.41220, 3.52041], [2.03595, -1.07813, 1.60421], [-5.98262, 0.46897, -6.38578], [-0.51981, 3.88774, -0.20962], [-1.92887, -1.63007, -3.68418], [-1.52186, 0.79592, -1.48293], [-1.04749, 1.15708, 2.34489], [-1.02116, 8.49067, -1.82354], [0.50249, 2.30163, -1.35497], [-6.61744, -0.57667, -5.11183], [-9.50499, 4.30949, -6.12511], [-5.96076, 2.39381, -4.78844], [1.52978, 6.25315, 0.97949], [2.97837, 6.70449, 0.07395], [2.91667, -0.05835, 4.19538], [5.81980, -6.13738, -0.85489], [5.63997, -6.85336, 1.52843], [0.58236, 0.52951, 2.09985], [0.36355, -3.09177, -2.96491], [-0.32989, 3.04465, 1.30659], [-1.84389, 9.56256, -0.68867], [-0.46391, -2.64347, -0.87001], [8.05666, -3.09083, 5.91637], [0.02246, -0.01542, -1.49997], [-1.21999, -8.75008, 0.71717], [9.94821, -4.55007, 5.18354], [7.82199, -5.05882, 4.36809], [-0.41269, 10.13071, -1.56852], [-0.53338, -3.33667, -4.46334], [-3.44628, -3.17919, 0.58386], [-1.68816, -2.63052, 2.52577], [4.59238, 0.37665, 4.56856]],
  "forces_ev_per_a": [[-0.09, 0.05, -0.06], [0.00, -0.06, -0.10], [0.19, -0.17, 0.22], [-0.24, 0.06, 0.12], [-0.14, -0.01, -0.06], [-0.14, -0.11, -0.52], [0.03, 0.10, 0.00], [-0.04, 0.04, -0.01], [0.09, -0.08, -0.15], [0.04, -0.10, -0.02], [0.03, 0.03, 0.10], [-0.01, 0.05, 0.01], [-0.02, 0.06, -0.09], [-0.08, -0.01, -0.02], [0.08, -0.04, 0.12], [0.07, -0.05, -0.02], [-0.15, -0.19, 0.02], [0.20, 0.01, 0.38], [0.00, -0.04, 0.04], [-0.04, 0.03, 0.01], [-0.09, 0.04, -0.08], [0.02, 0.04, 0.09], [0.36, -0.17, -0.17], [-0.04, 0.03, -0.09], [-0.01, 0.05, 0.02], [-0.16, 0.16, -0.24], [0.11, -0.09, 0.03], [0.02, -0.06, 0.05], [0.03, -0.04, 0.19], [-0.01, 0.01, 0.03], [0.00, 0.10, -0.02], [-0.03, 0.03, 0.04], [-0.01, 0.07, -0.45], [0.18, -0.12, 0.04], [-0.02, 0.03, -0.01], [0.02, -0.03, 0.06], [0.19, -0.01, 0.39], [-0.18, 0.50, 0.51], [-0.04, 0.00, -0.04], [-0.11, -0.04, -0.05], [-0.02, -0.10, -0.03], [0.07, 0.03, -0.02], [-0.08, -0.14, -0.12], [0.07, 0.02, 0.00], [0.01, 0.07, 0.03], [-0.04, 0.01, -0.01], [0.02, 0.05, 0.02], [0.00, -0.01, 0.00], [0.01, -0.10, 0.07], [0.01, -0.01, -0.01], [-0.13, 0.17, 0.04], [0.02, 0.00, 0.00], [0.01, -0.01, 0.03], [0.01, 0.00, -0.02], [-0.02, -0.01, 0.00], [0.03, 0.00, 0.00], [0.06, 0.00, -0.05], [-0.03, -0.01, 0.08], [-0.01, -0.02, -0.01], [-0.03, -0.05, 0.05], [-0.01, 0.01, -0.01], [0.01, -0.02, 0.00], [0.00, -0.03, 0.07], [0.06, 0.02, 0.01], [0.00, 0.01, 0.01], [-0.01, 0.03, 0.00], [-0.08, -0.01, -0.05], [0.01, 0.00, -0.01], [-0.04, -0.01, 0.00], [-0.01, 0.00, -0.05], [0.02, -0.06, 0.04], [-0.01, -0.01, 0.03], [-0.04, 0.04, 0.00], [0.02, -0.03, 0.00], [0.04, 0.03, 0.01], [0.00, -0.02, 0.00], [0.15, 0.00, 0.08], [0.01, 0.00, 0.00], [0.00, -0.09, -0.07], [0.01, -0.01, 0.01], [0.01, 0.03, -0.01], [0.00, -0.02, -0.01], [-0.13, 0.08, -0.08], [-0.03, 0.03, 0.01], [0.03, 0.00, 0.00], [0.00, 0.01, 0.00], [0.00, 0.03, -0.02], [0.12, 0.14, 0.00], [-0.15, 0.11, -0.03], [-0.02, 0.00, -0.01], [0.06, 0.03, 0.03], [-0.09, 0.06, 0.10], [-0.02, 0.01, -0.02], [-0.07, -0.03, -0.16], [0.02, 0.01, -0.02], [0.08, 0.00, 0.03], [-0.01, 0.00, -0.04], [0.00, -0.01, -0.01], [0.01, 0.00, -0.01], [0.01, 0.01, 0.06], [0.05, 0.01, 0.04], [0.03, -0.03, 0.03], [0.00, -0.01, 0.00], [0.03, -0.01, -0.01], [0.07, -0.38, -0.21], [0.01, -0.03, 0.00], [-0.03, 0.06, 0.02], [0.00, 0.02, 0.00], [-0.09, 0.13, -0.04], [-0.03, -0.01, 0.00], [-0.08, -0.06, -0.09], [0.01, 0.00, 0.03], [0.02, 0.00, 0.01], [-0.04, 0.00, -0.05], [0.01, 0.00, 0.00], [0.02, -0.02, 0.01], [0.06, -0.04, 0.02], [0.04, 0.02, 0.01], [-0.01, 0.02, 0.02]],
  "total_charge": -1,
  "homo_lumo_gap_ev": 7.764,
  "e_homo_ev": -5.663
}